A structure of composition C26H50NP3ReS in a non-equilibrium geometry, computed with ωB97M-V with the def2-TZVPD basis set.

Positions of all 82 atoms, in Å:
Re: -0.32412 0.12476 0.01068
S: -2.03165 0.19013 -1.64289
P: 1.21754 1.01305 -1.51475
P: -1.56718 -1.75369 0.74790
P: 1.39702 -0.49528 1.43387
N: -2.08248 1.92709 4.11895
C: -1.14985 3.16042 -0.19031
C: -1.76110 -0.61902 -5.51697
C: 2.51525 -1.83880 0.85841
C: -0.71533 3.89835 2.46772
C: 0.63415 1.60913 -3.15421
C: 2.12974 2.52153 -0.95154
C: -1.10487 -1.99120 -3.15079
C: -0.67889 -3.37035 0.75534
C: -3.11622 -2.22706 -0.13775
C: -1.19120 -1.89661 -5.56363
C: -3.29606 -2.12405 -7.49036
C: -3.36362 2.03603 3.36176
C: -0.82533 2.54599 2.10179
C: -4.09515 -1.06407 -7.30396
C: -0.91162 1.56442 3.22046
C: -0.83437 -2.56619 -4.39105
C: -0.87128 4.89404 1.49710
C: -1.11061 4.50203 0.17864
C: 2.62627 -0.04303 -2.06618
C: -0.87168 2.16502 0.74710
C: -2.16872 -0.10132 -4.29148
C: 2.57200 0.84054 1.88024
C: -2.23291 1.01585 5.28842
C: -1.71693 -0.73213 -3.10192
C: -2.29365 -1.67906 2.44194
C: 1.07461 -1.14439 3.12822
H: -1.25275 5.25543 -0.59774
H: 3.18928 0.48670 2.71854
H: 3.23079 1.09080 1.04020
H: -1.37608 2.88615 -1.22544
H: -1.10087 0.53622 2.87392
H: 0.59318 -2.12847 3.11394
H: -0.52048 4.16836 3.51398
H: 2.96694 0.31373 -3.04792
H: -3.57641 -3.06100 0.41065
H: -2.81559 0.76495 -4.17834
H: -2.93754 -2.54368 -1.17231
H: -3.27438 2.84455 2.62494
H: 3.46189 0.01455 -1.35549
H: -1.10798 -2.40791 -6.51271
H: -2.44698 0.00542 4.92054
H: 3.02770 -1.56266 -0.06821
H: -1.42663 -4.17599 0.79001
H: 2.29475 -1.08522 -2.16904
H: -0.36901 -3.54417 -4.44918
H: 3.25978 -2.00955 1.64726
H: 0.19996 -1.06065 -0.98297
H: -2.92343 -2.56573 2.60774
H: -2.33633 -1.99764 -8.01876
H: -3.82205 -1.38761 -0.15534
H: 2.03436 2.68936 0.12608
H: 0.16645 0.80010 -3.72948
H: 2.03546 1.74457 2.19918
H: -3.56696 1.08001 2.86994
H: 2.04900 -1.24012 3.62533
H: -5.09723 -1.13899 -6.87257
H: -0.85827 -2.53774 -2.23454
H: -1.51922 -1.65858 3.21554
H: 0.47065 -0.44815 3.72028
H: -0.00863 -3.46947 1.61834
H: 3.19686 2.42455 -1.19910
H: -2.01110 -0.08918 -6.42366
H: -2.92696 -0.78796 2.53111
H: 1.94942 -2.76298 0.68916
H: -1.30243 1.02450 5.87068
H: -0.78245 5.94573 1.77647
H: -0.00556 1.58418 3.84953
H: -3.06667 1.38628 5.88392
H: -4.14309 2.26473 4.09964
H: 1.72069 3.40253 -1.46169
H: 1.49896 1.99200 -3.71502
H: -1.85510 2.86536 4.48101
H: -3.78748 -0.07991 -7.68107
H: -3.56944 -3.15388 -7.22795
H: -0.09074 -3.47700 -0.16574
H: -0.09803 2.41955 -3.05225

Cartesian forces (eV/Å) of the 3 atoms listed first:
Re -4.31 2.86 -0.18
S 0.57 1.15 0.41
P 3.21 1.21 -2.02

The LUMO energy (alpha / beta) is -13.979 / -14.718 eV. The HOMO-LUMO gap (alpha / beta) is 0.173 / 0.164 Eh. The value obtained for the highest occupied orbital energy (alpha / beta) is -18.7 / -19.2 eV. As for the largest force on an atom: 5.18 eV/Å. As for the spin multiplicity: 4. Its expectation value of S² is 3.96. The charge is +4.